{"formula": "C2H5N3O", "method": "ωB97M-V/def2-TZVPD", "symbols": ["C", "C", "H", "H", "H", "H", "H", "N", "N", "N", "O"], "xyz": [[0.468950, 1.083845, 1.057531], [0.771522, -1.287715, -1.444080], [-1.184923, -0.183870, 0.115887], [-2.772814, 0.651647, 0.510332], [1.355882, 1.693324, 1.673395], [0.150103, -1.935260, -2.068034], [1.877802, -1.140879, -1.586161], [-1.700517, 0.559713, 0.406134], [-0.733367, 1.294316, 1.316009], [0.429878, -0.788909, -0.275041], [1.337484, 0.053789, 0.294027]], "atomic_forces_ev_per_a": [[5.42, 0.63, 2.43], [2.15, 1.20, 3.41], [0.38, -3.14, -1.23], [3.21, -0.22, 0.52], [-2.69, -1.64, -1.72], [0.03, 0.29, 0.69], [-1.11, -0.12, -0.97], [-1.71, 4.52, 2.65], [-2.40, -1.55, -3.06], [-1.05, -1.97, -3.77], [-2.24, 1.98, 1.05]], "e_homo_ev": -8.81, "smiles": "C=NO/C=N\\N", "e_tot_ha": -318.51485, "total_charge": 0, "relative_energy_kj_mol": 618.7}